The following is a DFT calculation (ωB97M-V/def2-TZVPD) of a 2-piece molecular cluster, C3F6O4S2 overall in a non-equilibrium geometry.

Each atom is followed by the atoms it is bonded to, with distances in Å.
Element x y z (Å)
1 F 0.5568 -1.8012 2.3126  no bonds
2 S 1.6709 0.1715 -0.7121  O9 1.612, C12 1.904, O15 1.506
3 O 2.1952 3.4789 -2.4935  S10 1.482
4 C -1.6459 -1.6102 1.3809  F5 1.355, F8 1.406, C13 1.505, F14 1.339
5 F -1.8131 -2.6106 2.2797  C4 1.355
6 F -0.0275 -2.4964 -0.0081  C13 1.361
7 F -0.5007 0.9157 0.7986  C12 1.323
8 F -2.1192 -0.5382 2.1582  C4 1.406
9 O 1.2279 0.9915 -2.0270  S2 1.612, S10 1.899
10 S 0.9228 2.8662 -2.0440  O3 1.482, O9 1.899, O11 1.455
11 O -0.1329 2.8993 -3.0449  S10 1.455
12 C 0.0045 -0.1260 0.1584  S2 1.904, F7 1.323, C13 1.375
13 C -0.3499 -1.3557 0.6603  C4 1.505, F6 1.361, C12 1.375
14 F -2.5645 -1.7904 0.4238  C4 1.339
15 O 2.5754 1.0056 0.1571  S2 1.506

The value obtained for the frontier orbital gap is 7.18 eV. The value obtained for the total energy is -49274.656 eV. The net charge is -2. The calculation puts the lowest unoccupied orbital energy at 5.904 eV.